C18H8MoN3O2S2 | ωB97M-V with the def2-TZVPD basis set

Computed properties:
charge	+1
2S+1	3
energy	-50880.70328	eV
Kohn-Sham gap (alpha / beta)	0.260 / 0.276	Ha
molecular weight	458.355	g mol⁻¹
HOMO energy (alpha / beta)	-0.4697 / -0.4835	Eh

Last column: natural (NBO) charge in e.
Element x y z (Å)
Mo  2.717  -0.763  0.439  1.08
O  4.374  0.688  -2.757  -0.46
C  3.612  0.223  -1.962  0.74
O  3.902  -0.621  -0.982  -0.64
C  2.122  0.494  -1.933  0.14
C  1.460  1.439  -2.719  -0.24
C  0.085  1.500  -2.655  -0.03
C  -0.627  0.519  -1.928  -0.11
C  -2.035  0.435  -1.918  -0.16
C  -2.665  -0.603  -1.283  -0.17
C  -1.925  -1.601  -0.634  -0.15
C  -0.551  -1.534  -0.589  -0.25
C  0.116  -0.464  -1.209  0.25
N  1.475  -0.370  -1.125  -0.52
H  2.050  2.112  -3.322  0.27
H  -0.461  2.262  -3.189  0.25
H  -2.605  1.186  -2.441  0.24
H  -3.740  -0.677  -1.306  0.25
H  -2.448  -2.426  -0.176  0.25
H  0.036  -2.336  -0.143  0.23
S  2.451  -2.182  2.235  0.20
C  1.149  -0.984  2.261  -0.25
C  -0.172  -1.403  2.475  -0.12
C  -1.216  -0.497  2.450  -0.10
C  -2.558  -0.948  2.548  0.23
N  -3.644  -1.307  2.565  -0.20
C  -0.956  0.883  2.258  -0.09
C  0.347  1.326  2.109  -0.15
C  1.415  0.414  2.094  -0.22
S  3.083  1.013  1.889  0.18
C  -2.049  1.787  2.180  0.23
N  -2.935  2.503  2.082  -0.19
H  -0.372  -2.450  2.656  0.26
H  0.562  2.385  2.031  0.26

C18H9AlClF5N2O4S | ωB97M-V with the def2-TZVPD basis set

Computed properties:
2S+1	1
energy	-73518.39686	eV
Kohn-Sham gap	0.260	Ha
molecular weight	506.772	g mol⁻¹
HOMO energy	-0.3226	Eh

Last column: natural (NBO) charge in e.
Element x y z (Å)
Al  -0.642  -0.710  -1.071  1.63
F  5.886  -0.431  1.572  -0.28
C  4.846  -0.480  0.749  0.26
C  3.556  -0.393  1.239  0.28
F  3.338  -0.255  2.545  -0.28
C  2.493  -0.447  0.359  0.30
F  1.251  -0.353  0.868  -0.30
C  2.644  -0.583  -1.015  -0.26
S  1.333  -0.659  -2.179  -0.25
C  3.958  -0.661  -1.475  0.32
F  4.190  -0.785  -2.779  -0.29
C  5.040  -0.614  -0.615  0.31
F  6.277  -0.695  -1.098  -0.29
C  -0.826  4.808  0.035  -0.19
C  -0.206  3.979  -0.889  -0.19
C  -0.346  2.608  -0.782  -0.22
C  -1.103  2.062  0.255  0.16
C  -1.712  2.895  1.194  -0.22
C  -1.573  4.264  1.073  -0.20
N  -1.206  0.655  0.304  -0.33
N  -1.822  0.151  1.271  -0.08
C  -1.888  -1.240  1.296  0.11
C  -2.488  -1.819  2.416  -0.17
C  -2.536  -3.196  2.505  -0.22
C  -2.003  -3.972  1.481  -0.17
C  -1.428  -3.381  0.359  -0.19
C  -1.357  -2.003  0.238  -0.56
H  -0.727  5.882  -0.052  0.22
H  0.384  4.406  -1.688  0.22
H  0.124  1.938  -1.492  0.23
H  -2.283  2.455  1.999  0.24
H  -2.051  4.915  1.792  0.22
H  -2.895  -1.186  3.194  0.22
H  -2.992  -3.671  3.363  0.22
H  -2.043  -5.052  1.556  0.22
H  -1.041  -4.005  -0.438  0.22
O  -1.434  -0.470  -4.461  -0.76
Cl  -2.058  -0.911  -3.285  2.56
O  -3.436  -1.133  -3.418  -0.75
O  -1.847  0.138  -2.215  -0.93
O  -1.376  -2.050  -2.711  -0.83

Q: Which value of 2S+1 does entry 2 give?
A: 1